93
Properties=species:S:1:pos:R:3:mulliken_charge:R:1 method="wB97M-V/def2-TZVPD" total_charge=0 energy_ha=-5337.86351 lumo_energy_ev=0.09 homo_ev=-9.49 smiles="CCOC[C@]1([C@H](C)CC)OC(=O)C[C@@]1(Br)P(O)Cl.CCOC(C)=O.CCOC(C)=O.CCOC(C)=O.CCOC(C)=O" homo_lumo_gap_ev=9.58
C -3.48190 -1.58278 -2.72738 -1.33
C -2.44732 -1.45049 -3.86153 0.08
O -1.39277 -2.40096 -3.77780 -0.44
C -0.46029 -2.15260 -2.75405 -1.36
C 0.83837 -1.40857 -3.16050 2.37
C 0.69929 -0.36343 -4.30615 0.26
C 0.37406 -1.02179 -5.65885 -1.62
C 1.91068 0.58446 -4.48940 -0.67
C 3.04503 0.08121 -5.40518 -1.52
O 1.75405 -2.45063 -3.64401 -0.45
C 3.00321 -2.31243 -3.16798 0.20
O 3.90576 -3.03074 -3.50799 -0.63
C 3.06977 -1.15766 -2.17881 -0.35
C 1.58445 -0.90070 -1.89475 -0.71
Br 1.23927 -2.04227 -0.27628 0.04
P 1.05838 0.87849 -1.41070 -0.22
O 0.19373 0.68184 -0.04021 -0.02
Cl 2.82427 1.49794 -0.58019 -0.15
H -4.48034 -1.68856 -3.15044 0.39
H -3.25585 -2.44664 -2.10159 0.34
H -3.48413 -0.68050 -2.10944 0.30
H -2.93772 -1.65357 -4.81678 0.42
H -2.06583 -0.42654 -3.92744 0.08
H -0.13455 -3.12476 -2.38502 0.42
H -0.94857 -1.59969 -1.94135 0.41
H -0.14471 0.28166 -4.04504 0.15
H 1.05734 -1.83372 -5.89319 0.36
H -0.64863 -1.38214 -5.69178 0.35
H 0.45780 -0.25095 -6.43191 0.40
H 2.33702 0.91040 -3.54353 -0.01
H 1.50987 1.49446 -4.94719 0.66
H 3.98114 0.59127 -5.17386 0.42
H 3.20539 -0.99444 -5.34090 0.32
H 2.80733 0.31425 -6.44518 0.37
H 3.60759 -0.31671 -2.61074 0.31
H 3.57096 -1.56643 -1.30573 0.54
H -0.72136 0.51162 -0.31100 0.26
O -6.30729 -3.45004 -2.85789 -0.57
C -6.15520 -4.61819 -2.62971 0.82
O -5.92225 -4.99600 -1.35875 -0.37
C -5.85677 -6.36506 -0.94983 -0.44
C -4.48327 -6.96294 -1.17212 -0.94
C -6.14772 -5.65113 -3.73284 -0.99
H -6.64403 -6.94693 -1.43145 0.38
H -6.08580 -6.34303 0.11400 0.32
H -4.21547 -6.97928 -2.22872 0.27
H -4.45131 -7.98550 -0.79553 0.36
H -3.73013 -6.37440 -0.64862 0.28
H -5.15856 -5.65502 -4.18963 0.23
H -6.87432 -5.34741 -4.48190 0.33
H -6.39148 -6.65967 -3.41028 0.32
O 7.54601 6.74560 1.60283 -0.56
C 7.16985 5.62272 1.78798 0.72
O 6.95835 4.82841 0.71860 -0.39
C 6.64646 3.43739 0.83374 -0.60
C 5.16865 3.19878 1.06405 -0.57
C 6.87107 5.10196 3.17597 -0.87
H 7.26452 2.96783 1.60050 0.38
H 6.94933 3.00840 -0.12009 0.32
H 4.83202 3.63644 2.00414 0.22
H 4.96205 2.13032 1.09489 0.23
H 4.58828 3.65432 0.26326 0.29
H 5.87243 5.43346 3.45781 0.22
H 7.58948 5.54437 3.86110 0.31
H 6.92461 4.02143 3.27642 0.31
O -4.11878 -1.82398 4.48973 -0.59
C -3.02857 -1.32088 4.49835 0.71
O -2.60705 -0.66643 3.40343 -0.46
C -1.38560 0.09480 3.37171 -0.01
C -0.18326 -0.77216 3.07878 -0.87
C -2.10456 -1.45707 5.68879 -0.86
H -1.26935 0.66852 4.28571 0.20
H -1.52430 0.81386 2.56831 0.25
H -0.02052 -1.51728 3.85922 0.33
H 0.70991 -0.15368 2.99854 0.36
H -0.32479 -1.30701 2.13968 0.10
H -1.60697 -2.42397 5.62633 0.24
H -2.71279 -1.43868 6.58963 0.31
H -1.35087 -0.67818 5.76685 0.29
O 0.08286 2.69701 3.77388 -0.51
C -0.41280 3.69029 4.23294 0.70
O 0.38897 4.72643 4.53538 -0.37
C -0.10877 6.00256 4.95270 -0.44
C -0.39880 6.04624 6.43816 -0.94
C -1.89259 3.77300 4.53312 -0.99
H -0.97354 6.29021 4.35346 0.37
H 0.69046 6.69961 4.70810 0.30
H -1.18274 5.34245 6.71809 0.27
H -0.71795 7.04666 6.73044 0.36
H 0.49656 5.78657 7.00250 0.30
H -2.07563 3.29389 5.49472 0.26
H -2.42703 3.21974 3.76451 0.30
H -2.29176 4.78276 4.56291 0.37